{"formula": "C13H27BF3NO2", "method": "wB97M-V/def2-TZVPD", "elements": ["O", "C", "O", "C", "B", "C", "C", "C", "F", "F", "F", "H", "H", "H", "H", "H", "H", "H", "H", "H", "C", "C", "C", "N", "C", "C", "C", "C", "C", "H", "H", "H", "H", "H", "H", "H", "H", "H", "H", "H", "H", "H", "H", "H", "H", "H", "H"], "positions_angstrom": [[-0.68, -1.38, -3.52], [-0.99, -0.45, -2.76], [-1.57, -0.79, -1.48], [-0.77, 1.03, -3.26], [-1.81, 2.12, -2.57], [-3.16, 2.41, -3.46], [-3.95, 1.12, -3.95], [-5.18, 0.72, -3.03], [-4.84, -0.01, -1.90], [-6.00, -0.15, -3.81], [-6.01, 1.81, -2.71], [-2.08, -1.60, -1.69], [-0.92, 1.07, -4.38], [0.32, 1.34, -3.04], [-1.20, 3.16, -2.51], [-2.04, 1.84, -1.42], [-2.82, 2.97, -4.40], [-3.79, 3.16, -2.88], [-4.40, 1.38, -4.97], [-3.32, 0.20, -4.10], [2.40, -1.38, 5.36], [2.53, -2.02, 3.98], [2.97, -1.02, 2.90], [1.82, -0.43, 2.09], [0.73, 0.14, 2.96], [2.37, 0.70, 1.20], [2.80, -0.01, -0.07], [1.68, -1.00, -0.29], [1.25, -1.46, 1.10], [1.58, -0.67, 5.42], [2.21, -2.16, 6.11], [3.32, -0.86, 5.64], [1.61, -2.54, 3.71], [3.31, -2.78, 4.05], [3.62, -1.53, 2.18], [3.53, -0.19, 3.33], [1.18, 0.86, 3.64], [0.25, -0.68, 3.50], [-0.01, 0.63, 2.33], [1.56, 1.40, 1.00], [3.18, 1.21, 1.72], [3.75, -0.52, 0.06], [2.90, 0.69, -0.91], [1.99, -1.84, -0.92], [0.83, -0.53, -0.79], [1.66, -2.44, 1.35], [0.17, -1.49, 1.20]], "nbo_charge": [-0.634, 0.797, -0.747, -0.735, -0.159, -0.632, -0.482, 0.988, -0.341, -0.372, -0.342, 0.489, 0.233, 0.221, -0.063, -0.067, 0.192, 0.220, 0.222, 0.218, -0.608, -0.438, -0.203, -0.214, -0.406, -0.207, -0.426, -0.431, -0.215, 0.203, 0.230, 0.212, 0.219, 0.234, 0.226, 0.219, 0.224, 0.226, 0.249, 0.239, 0.225, 0.204, 0.261, 0.246, 0.262, 0.219, 0.245], "max_force_ha_per_bohr": 0.05408, "e_tot_ha": -1041.11426, "homo_lumo_gap_ev": 6.69, "e_homo_ev": -7.2, "lumo_energy_ev": -0.5}


{"formula": "C4H7NO", "method": "wB97M-V/def2-TZVPD", "elements": ["C", "C", "N", "C", "C", "O", "H", "H", "H", "H", "H", "H", "H"], "positions_angstrom": [[-0.61, 1.97, 0.28], [-0.28, 0.52, 0.17], [-0.99, -0.44, 0.62], [-0.61, -1.71, 0.43], [1.09, -0.97, -0.88], [0.95, 0.29, -0.36], [0.25, 2.51, 0.68], [-1.48, 2.11, 0.91], [-0.82, 2.37, -0.72], [-0.56, -2.33, 1.33], [-0.25, -2.06, -0.53], [0.64, -1.04, -1.88], [2.12, -1.33, -0.85]], "nbo_charge": [-0.666, 0.533, -0.475, -0.193, -0.198, -0.473, 0.233, 0.238, 0.230, 0.195, 0.232, 0.159, 0.186], "max_force_ha_per_bohr": 0.02892, "e_tot_ha": -286.47729, "homo_lumo_gap_ev": 8.66, "e_homo_ev": -7.8, "lumo_energy_ev": 0.9, "e_above_lowest_kcal_mol": 96.86}


{"formula": "C21H25FN2O4S", "method": "wB97M-V/def2-TZVPD", "elements": ["C", "C", "O", "C", "C", "C", "C", "C", "C", "H", "H", "S", "O", "O", "N", "C", "H", "H", "H", "C", "H", "C", "C", "C", "O", "N", "C", "H", "H", "H", "C", "C", "C", "C", "C", "C", "C", "F", "H", "H", "H", "H", "H", "H", "H", "H", "H", "H", "H", "H", "H", "H", "H", "H"], "positions_angstrom": [[4.17, 2.04, 2.32], [2.73, 1.58, 2.32], [1.84, 2.28, 2.74], [2.46, 0.21, 1.79], [1.25, -0.39, 2.12], [0.93, -1.65, 1.65], [1.84, -2.30, 0.83], [3.05, -1.73, 0.50], [3.37, -0.47, 0.98], [4.32, -0.03, 0.71], [3.74, -2.29, -0.11], [1.43, -3.92, 0.15], [2.60, -4.75, 0.25], [0.21, -4.37, 0.75], [1.15, -3.68, -1.47], [2.27, -3.71, -2.37], [2.73, -2.73, -2.50], [2.99, -4.40, -1.94], [1.94, -4.09, -3.34], [-0.01, -2.91, -1.82], [-0.49, -3.38, -2.69], [0.28, -1.44, -2.14], [-1.00, -0.63, -2.33], [-1.69, -0.36, -1.00], [-1.27, -0.83, 0.05], [-2.79, 0.42, -1.04], [-3.25, 1.09, -2.23], [-2.55, 1.86, -2.55], [-4.20, 1.57, -2.01], [-3.40, 0.39, -3.05], [-3.44, 0.77, 0.22], [-2.93, 2.09, 0.73], [-1.67, 2.19, 1.31], [-1.18, 3.40, 1.76], [-1.95, 4.54, 1.64], [-3.21, 4.48, 1.06], [-3.67, 3.26, 0.61], [-4.90, 3.21, 0.04], [-3.83, 5.36, 0.95], [-1.58, 5.49, 2.00], [-0.20, 3.44, 2.21], [-1.08, 1.29, 1.40], [-4.52, 0.79, 0.07], [-3.19, -0.02, 0.93], [-1.69, -1.16, -2.99], [-0.77, 0.33, -2.79], [0.86, -1.00, -1.32], [0.87, -1.37, -3.06], [-0.69, -2.97, -0.97], [0.00, -2.13, 1.89], [0.57, 0.15, 2.77], [4.49, 2.23, 1.30], [4.81, 1.28, 2.75], [4.25, 2.96, 2.89]], "nbo_charge": [-0.719, 0.583, -0.545, -0.156, -0.171, -0.104, -0.336, -0.198, -0.185, 0.218, 0.233, 2.332, -0.945, -0.931, -0.676, -0.424, 0.178, 0.246, 0.204, -0.230, 0.191, -0.418, -0.493, 0.698, -0.664, -0.426, -0.415, 0.198, 0.224, 0.205, -0.243, -0.131, -0.132, -0.241, -0.192, -0.283, 0.392, -0.339, 0.228, 0.216, 0.242, 0.222, 0.215, 0.250, 0.223, 0.229, 0.223, 0.204, 0.250, 0.250, 0.236, 0.234, 0.232, 0.241], "smiles": "CC(=O)c1ccc(S(=O)(=O)N(C)CCCC(=O)N(C)Cc2ccccc2F)cc1", "max_force_ha_per_bohr": 0.02114, "e_tot_ha": -1723.76019, "homo_lumo_gap_ev": 9.08, "e_homo_ev": -9.2, "lumo_energy_ev": -0.1, "e_above_lowest_kcal_mol": 2.51}


{"formula": "C3H9N2", "method": "wB97M-V/def2-TZVPD", "elements": ["C", "C", "C", "N", "N", "H", "H", "H", "H", "H", "H", "H", "H", "H"], "positions_angstrom": [[1.15, 0.27, 0.07], [-1.72, 0.70, -0.09], [-1.08, -0.62, -0.08], [2.43, 0.19, 0.03], [0.43, -0.78, -0.09], [0.58, 1.13, 0.15], [-1.76, 1.27, -1.20], [-2.74, 0.65, 0.30], [-1.25, 1.49, 0.61], [-1.66, -1.32, -0.72], [-1.17, -1.38, 1.53], [3.12, 0.95, -0.05], [2.85, -0.78, -0.18], [0.83, -1.76, -0.29]], "nbo_charge": [0.372, -0.719, -0.101, -0.717, -0.521, 0.232, 0.253, 0.287, 0.226, 0.249, 0.120, 0.452, 0.421, 0.445], "charge": 1, "max_force_ha_per_bohr": 0.10444, "e_tot_ha": -228.84758, "homo_lumo_gap_ev": 9.80, "e_homo_ev": -13.7, "lumo_energy_ev": -3.9, "e_above_lowest_kcal_mol": 87.37}


{"formula": "C26H23FeO", "method": "wB97M-V/def2-TZVPD", "elements": ["C", "C", "C", "H", "C", "C", "H", "H", "H", "H", "C", "C", "C", "H", "C", "C", "H", "H", "H", "H", "Fe", "O", "C", "C", "H", "H", "H", "H", "C", "C", "C", "H", "C", "H", "C", "H", "C", "H", "C", "C", "C", "C", "C", "C", "C", "C", "H", "H", "H", "H", "H"], "positions_angstrom": [[0.88, 2.40, 0.86], [1.45, 1.39, 1.68], [2.16, 0.50, 0.85], [1.35, 1.31, 2.75], [2.03, 0.96, -0.48], [1.24, 2.13, -0.48], [0.97, 2.72, -1.34], [0.29, 3.23, 1.21], [2.68, -0.38, 1.16], [2.41, 0.46, -1.35], [-2.10, -0.58, 1.22], [-2.04, 0.75, 1.66], [-2.13, 1.59, 0.53], [-1.92, 1.07, 2.68], [-2.24, 0.78, -0.62], [-2.22, -0.57, -0.19], [-2.23, -1.44, -0.82], [-2.02, -1.46, 1.83], [-2.12, 2.67, 0.54], [-2.35, 1.13, -1.64], [-0.14, 0.40, 0.29], [1.15, -2.83, -1.69], [2.19, -3.54, -1.03], [2.18, -3.42, -2.49], [2.88, -2.94, -0.44], [1.90, -4.49, -0.58], [2.86, -2.70, -2.93], [3.60, -4.41, -4.54], [2.67, -4.95, -4.39], [1.80, -4.55, -3.37], [0.61, -5.25, -3.19], [-0.08, -4.92, -2.42], [0.30, -6.32, -4.00], [-0.64, -6.85, -3.86], [1.17, -6.72, -5.01], [0.92, -7.56, -5.65], [2.36, -6.03, -5.20], [3.04, -6.33, -5.98], [-0.69, 1.97, 1.41], [-1.02, 2.99, 2.14], [-1.40, 4.19, 2.99], [-1.89, 4.02, 4.32], [-2.51, 5.09, 4.98], [-2.40, 6.30, 4.50], [-1.65, 6.53, 3.33], [-1.29, 5.43, 2.51], [-1.78, 3.07, 4.81], [-3.07, 4.92, 5.87], [-2.88, 7.11, 5.00], [-1.36, 7.52, 3.07], [-0.92, 5.60, 1.52]], "lowdin_spin": [0.155, 0.144, 0.045, 0.007, 0.039, 0.118, 0.006, 0.052, 0.003, 0.000, 0.025, 0.097, 0.055, 0.011, 0.042, -0.013, -0.003, 0.001, 0.013, 0.002, 3.181, -0.004, 0.000, 0.000, 0.000, 0.000, 0.000, 0.000, 0.000, 0.000, 0.000, 0.000, 0.000, 0.000, 0.000, 0.000, 0.000, 0.000, 0.214, 0.598, 0.047, 0.079, 0.001, 0.049, -0.020, 0.050, 0.003, -0.002, 0.003, -0.002, 0.004], "max_force_ha_per_bohr": 0.10484, "e_tot_ha": -2342.95668, "homo_lumo_gap_ev": [5.21, 5.90], "e_homo_ev": [-4.9, -6.3], "lumo_energy_ev": [0.3, -0.4], "multiplicity": 6}


{"formula": "C7H4O", "method": "wB97M-V/def2-TZVPD", "elements": ["C", "C", "C", "C", "C", "C", "C", "O", "H", "H", "H", "H"], "positions_angstrom": [[-0.12, 0.62, 0.65], [-0.17, 0.62, -1.00], [3.39, -0.15, -0.47], [-1.36, -0.56, 0.59], [-0.12, -1.17, 0.29], [-1.43, 0.55, -0.30], [0.69, -0.51, -0.71], [3.28, 0.51, 0.44], [-0.23, 1.42, -1.65], [-2.01, -0.79, 1.51], [0.28, -1.83, 0.95], [-2.20, 1.28, -0.32]], "mulliken_charge": [-0.428, -0.003, 0.118, 0.012, -0.182, -0.175, -0.668, -0.139, 0.444, 0.300, 0.366, 0.357], "max_force_ha_per_bohr": 0.06797, "e_tot_ha": -344.10256, "homo_lumo_gap_ev": 9.24, "e_homo_ev": -8.5, "lumo_energy_ev": 0.8, "e_above_lowest_kcal_mol": 78.42}